Record 1
Density functional theory data (ωB97M-V/def2-TZVPD) for a structure of composition C36H49N4PdS.

The geometry in ORCA input format:
```
! wB97M-V def2-TZVPD RIJCOSX def2/J DEFGRID3
* xyz 3 5
Pd -0.429 -0.348 -0.343
C 1.511 1.315 5.258
C 0.760 2.014 4.112
C 1.684 2.250 2.923
C -0.580 1.378 3.842
C -1.564 1.761 4.772
C -2.904 1.491 4.580
C -3.291 0.806 3.441
C -2.356 0.344 2.510
C -2.894 -0.456 1.353
C -3.179 -1.893 1.808
C -4.154 0.173 0.756
C -0.970 0.580 2.725
N -0.025 0.046 1.845
C 1.042 -0.554 2.265
C 2.226 -0.978 1.560
C 3.173 -1.642 2.364
C 4.408 -2.055 1.904
C 4.733 -1.872 0.559
C 3.849 -1.227 -0.269
C 2.597 -0.709 0.190
N 1.828 -0.044 -0.684
C 2.382 0.512 -1.815
C 1.940 0.133 -3.116
C 2.524 0.728 -4.223
C 3.531 1.677 -4.111
C 3.988 2.021 -2.854
C 3.436 1.486 -1.696
C 3.912 2.056 -0.385
C 5.370 1.665 -0.094
C 3.851 3.593 -0.407
C 0.946 -0.980 -3.391
C 1.234 -2.264 -2.617
C -0.496 -0.508 -3.208
H 2.395 1.898 5.504
H 1.832 0.318 4.967
H 0.903 1.225 6.154
H 0.508 3.008 4.510
H 2.292 1.376 2.702
H 2.361 3.068 3.162
H 1.105 2.522 2.043
H -1.269 2.327 5.645
H -3.640 1.833 5.293
H -4.339 0.610 3.287
H -2.114 -0.489 0.538
H -3.887 -1.889 2.634
H -2.272 -2.397 2.135
H -3.619 -2.460 0.992
H -5.017 -0.020 1.385
H -4.374 -0.260 -0.214
H -4.044 1.250 0.649
H 1.082 -0.796 3.329
H 2.934 -1.827 3.400
H 5.113 -2.509 2.580
H 5.675 -2.231 0.170
H 4.080 -1.110 -1.321
H 2.214 0.408 -5.207
H 3.946 2.133 -4.995
H 4.787 2.739 -2.772
H 3.296 1.690 0.441
H 6.042 2.022 -0.869
H 5.478 0.587 -0.021
H 5.674 2.119 0.846
H 4.661 3.995 -1.007
H 3.968 3.987 0.599
H 2.918 3.959 -0.827
H 1.059 -1.226 -4.454
H 1.022 -2.156 -1.546
H 2.278 -2.546 -2.733
H 0.615 -3.067 -3.014
H -0.689 -0.249 -2.123
H -1.195 -1.289 -3.504
H -0.688 0.376 -3.815
N -0.884 -3.812 -0.336
C -1.758 -4.738 -0.758
C -2.792 -4.068 -1.377
C -2.449 -2.719 -1.286
N -1.288 -2.571 -0.648
H -0.014 -3.983 0.149
H -1.594 -5.789 -0.619
H -3.663 -4.488 -1.836
H -3.003 -1.875 -1.656
C -2.167 2.666 -1.794
S -1.217 2.165 -0.341
C 0.296 3.106 -0.654
H -1.627 2.420 -2.706
H -2.310 3.744 -1.729
H -3.132 2.168 -1.766
H 0.080 4.162 -0.509
H 0.642 2.928 -1.669
H 1.046 2.783 0.062
*
```

Maximum force in eV/A: 2.2
Calculated total energy in hartree: -2145.21378

These are the natural (NBO) partial charges, in e, on atoms 1 to 8: 1.040, -0.587, -0.265, -0.596, 0.035, -0.193, 0.005, -0.185

Record 2
Density functional theory data (ωB97M-V/def2-TZVPD) for a structure of composition C36H50BrN3O7S4SbSi3Ti.

The geometry in ORCA input format:
```
! wB97M-V def2-TZVPD RIJCOSX def2/J DEFGRID3
* xyz -1 1
Ti 0.208 1.228 1.150
O 7.009 0.688 3.310
C 5.892 0.961 2.944
S 5.343 0.823 1.274
C 3.676 1.303 1.562
C 3.349 1.700 2.808
S 1.842 2.440 3.199
S 4.617 1.540 4.022
S 2.547 1.403 0.234
C -1.703 -1.001 -2.743
Sb -0.020 -0.131 -1.633
C -1.165 -0.145 0.307
C -2.380 0.635 -0.021
C -2.537 1.800 -0.802
C -3.792 2.348 -0.961
C -4.904 1.739 -0.383
C -4.686 0.585 0.341
N -3.476 0.067 0.506
Si -1.990 -1.655 1.252
C -3.149 -2.740 0.184
C -2.870 -1.405 2.929
C -0.597 -2.838 1.827
C 1.420 -1.819 -2.251
C 2.297 -2.145 -1.086
C 3.567 -2.716 -1.252
C 4.244 -3.219 -0.162
C 3.657 -3.132 1.092
C 2.446 -2.481 1.192
N 1.775 -2.003 0.137
Si 0.655 -3.495 -2.720
C 1.944 -4.890 -2.631
C -0.751 -4.038 -1.584
C -0.016 -3.490 -4.494
Si 2.312 -0.935 -3.690
C 3.443 0.449 -3.086
C 3.361 -2.111 -4.763
C 1.071 -0.118 -4.870
H -2.624 -0.554 -2.370
H -1.756 -2.083 -2.646
H -1.595 -0.739 -3.795
H -1.684 2.280 -1.263
H -3.906 3.250 -1.549
H -5.898 2.144 -0.513
H -5.505 0.039 0.801
H -4.178 -2.644 0.535
H -2.870 -3.794 0.247
H -3.140 -2.448 -0.868
H -3.912 -1.105 2.808
H -2.375 -0.638 3.523
H -2.848 -2.337 3.501
H 0.248 -2.888 1.149
H -0.987 -3.853 1.949
H -0.226 -2.514 2.801
H 3.993 -2.779 -2.245
H 5.225 -3.664 -0.274
H 4.150 -3.512 1.976
H 1.980 -2.322 2.156
H 2.325 -5.001 -1.615
H 2.800 -4.718 -3.286
H 1.484 -5.837 -2.922
H -0.402 -4.743 -0.828
H -1.549 -4.521 -2.152
H -1.175 -3.184 -1.060
H 0.719 -3.149 -5.225
H -0.891 -2.842 -4.575
H -0.324 -4.501 -4.771
H 4.108 0.120 -2.286
H 2.842 1.270 -2.691
H 4.056 0.834 -3.904
H 4.383 -2.195 -4.388
H 3.417 -1.719 -5.781
H 2.944 -3.117 -4.820
H 0.671 0.793 -4.419
H 0.231 -0.774 -5.104
H 1.558 0.155 -5.807
Br -4.765 7.003 4.252
C -4.235 5.299 3.595
C -5.119 4.237 3.702
C -4.725 2.982 3.262
C -3.461 2.793 2.730
C -2.592 3.871 2.626
C -2.976 5.137 3.053
C -1.217 3.677 2.071
O -0.401 4.593 2.135
O -0.989 2.532 1.525
H -6.100 4.390 4.132
H -5.412 2.150 3.346
H -3.123 1.817 2.413
H -2.279 5.958 2.959
N 2.067 4.658 0.414
C 1.488 4.932 -0.902
C 0.367 3.900 -1.275
O -0.359 4.240 -2.201
O 0.324 2.784 -0.654
H 2.863 5.243 0.646
H 2.359 3.649 0.446
H 1.321 4.769 1.146
H 2.260 4.845 -1.667
H 1.064 5.932 -0.926
C 0.526 -0.598 5.054
O 0.744 -0.370 3.662
C -0.052 0.573 3.091
O -0.944 1.072 3.751
H 1.305 -1.287 5.372
H -0.462 -1.033 5.215
H 0.599 0.341 5.601
*
```

Energy above the lowest of the compared OMol25 structures with the same formula, charge and spin in kcal/mol: 26.9
Maximum force in eV/A: 2.1
Calculated total energy in hartree: -8217.97046

These are the Mulliken partial charges, in e, on atoms 1 to 8: -2.060, -0.630, 0.578, -0.095, -0.254, 0.537, -0.558, -0.188

Record 3
Density functional theory data (ωB97M-V/def2-TZVPD) for a structure of composition C36H50GeIrNS4Si2Te.

The geometry in ORCA input format:
```
! wB97M-V def2-TZVPD RIJCOSX def2/J DEFGRID3
* xyz -2 1
Ir -0.349 -0.053 1.478
S 1.930 -0.255 2.458
S 1.609 -0.570 4.492
S 0.228 0.904 4.906
S -1.388 0.414 3.718
C 4.818 3.164 -0.839
Si 3.497 3.434 0.482
C 4.217 3.004 2.151
C 3.015 5.254 0.441
C 2.007 2.385 0.117
Te 0.480 2.557 1.625
C -0.834 3.722 0.369
Si -1.994 4.851 1.307
C -3.179 5.652 0.079
C -2.994 3.986 2.617
C -0.956 6.207 2.098
H 5.703 3.778 -0.649
H 4.438 3.416 -1.832
H 5.130 2.118 -0.857
H 5.122 3.586 2.355
H 4.460 1.941 2.199
H 3.493 3.194 2.946
H 3.878 5.897 0.635
H 2.258 5.464 1.201
H 2.602 5.530 -0.533
H 2.239 1.318 0.102
H 1.524 2.639 -0.830
H -1.346 3.022 -0.292
H -0.181 4.369 -0.229
H -3.801 4.890 -0.396
H -2.634 6.181 -0.708
H -3.840 6.369 0.574
H -3.635 3.236 2.158
H -3.625 4.702 3.151
H -2.366 3.463 3.345
H -0.423 6.789 1.342
H -0.215 5.770 2.771
H -1.579 6.893 2.678
C -1.547 1.588 -3.400
N -1.891 0.775 -4.554
C -0.810 0.698 -5.512
C -0.829 -1.120 -1.121
C -2.135 -0.495 -0.766
C -3.309 -0.685 -1.479
C -4.513 -0.169 -0.998
C -4.521 0.509 0.213
C -3.344 0.658 0.948
C -2.114 0.183 0.478
H -1.260 2.619 -3.672
H -0.714 1.127 -2.869
H -2.377 1.624 -2.697
H -2.727 1.136 -4.993
H 0.040 0.192 -5.050
H -0.455 1.682 -5.866
H -1.116 0.110 -6.380
H -0.037 -0.384 -1.248
H -0.865 -1.870 -1.923
H -3.285 -1.208 -2.429
H -5.431 -0.309 -1.561
H -5.459 0.881 0.618
H -3.384 1.115 1.927
C -0.166 -1.483 0.292
Ge 0.420 -3.304 0.096
C 2.163 -3.305 -0.837
C 3.080 -2.374 -0.339
C 4.355 -2.270 -0.878
C 4.743 -3.093 -1.929
C 3.846 -4.022 -2.435
C 2.569 -4.123 -1.891
C -1.050 -4.315 -0.734
C -0.991 -5.171 -1.831
C -2.139 -5.761 -2.347
C -3.375 -5.494 -1.775
C -3.454 -4.634 -0.688
C -2.304 -4.055 -0.174
C 0.713 -4.176 1.841
C 0.635 -3.396 2.994
C 0.858 -3.959 4.246
C 1.158 -5.309 4.361
C 1.233 -6.101 3.219
C 1.011 -5.532 1.972
H 2.782 -1.717 0.475
H 5.045 -1.537 -0.476
H 5.737 -3.008 -2.351
H 4.137 -4.667 -3.257
H 1.889 -4.858 -2.308
H -0.042 -5.383 -2.310
H -2.068 -6.419 -3.206
H -4.274 -5.939 -2.186
H -4.416 -4.392 -0.253
H -2.383 -3.350 0.649
H 0.398 -2.339 2.916
H 0.797 -3.326 5.122
H 1.332 -5.748 5.337
H 1.464 -7.157 3.303
H 1.069 -6.161 1.088
*
```

Energy above the lowest of the compared OMol25 structures with the same formula, charge and spin in kcal/mol: 0.0
Maximum force in eV/A: 1.4
Calculated total energy in hartree: -6077.63234

These are the Mulliken partial charges, in e, on atoms 1 to 8: -0.116, -0.327, -0.230, -0.186, -0.322, -1.029, 0.219, -0.951